1.
Here is a molecular structure, C46H34N5O5PSTc in a non-equilibrium geometry from the OMol25 dataset. Energies are from ωB97M-V/def2-TZVPD.

Results
LUMO = -3.48 eV
largest force on an atom = 3.92 eV/A
frontier orbital gap = 7.073 eV
E = -3243.19876 a.u.
spin multiplicity = 1
HOMO level = -10.5 eV
net charge = +1

```
93
C46H34N5O5PSTc | the OMol25 dataset | ωB97M-V/def2-TZVPD
Tc -0.47 0.49 0.86
S -1.52 0.28 3.13
C -1.07 -1.43 3.39
N -1.64 -2.08 4.36
N -1.57 -3.33 4.72
C -0.88 -4.31 3.87
C 0.45 -4.63 4.08
C 1.10 -5.46 3.21
C 0.39 -6.03 2.19
C -0.94 -5.81 1.99
C -1.62 -4.90 2.84
N -0.05 -1.98 2.57
N 0.41 -1.32 1.58
C 1.40 -2.06 0.89
C 2.81 -1.76 0.92
C 3.68 -2.61 0.21
C 3.23 -3.61 -0.63
C 1.84 -3.79 -0.72
C 0.96 -3.03 0.05
H -2.16 -3.50 5.55
H 1.01 -4.10 4.85
H 2.13 -5.62 3.35
H 0.96 -6.71 1.63
H -1.47 -6.27 1.17
H -2.73 -4.75 2.66
H 3.18 -1.00 1.60
H 4.68 -2.26 0.44
H 3.88 -4.22 -1.26
H 1.45 -4.66 -1.28
H -0.11 -3.25 0.03
O -1.00 2.39 0.18
C -0.27 3.47 0.30
C 1.05 3.62 0.79
C 1.62 4.86 0.57
C 2.90 5.08 1.03
C 3.69 4.03 1.49
C 3.19 2.78 1.63
C 1.82 2.52 1.31
O 1.37 1.36 1.48
N 3.59 6.37 0.73
O 4.72 6.53 1.02
O 2.90 7.22 0.22
H -0.66 4.39 -0.14
H 1.13 5.76 0.17
H 4.77 4.12 1.78
H 3.74 2.00 2.11
O -2.86 -0.81 0.94
C -1.78 -0.73 0.15
C -1.88 -1.60 -1.03
C -2.88 -2.56 -1.17
C -2.85 -3.24 -2.33
C -2.06 -2.82 -3.36
C -1.05 -1.89 -3.17
C -0.93 -1.28 -1.98
P 0.18 0.21 -1.44
C -0.49 1.60 -2.50
C 0.32 2.56 -3.05
C -0.30 3.68 -3.62
C -1.67 3.88 -3.66
C -2.46 2.80 -3.28
C -1.86 1.67 -2.69
C 1.85 -0.03 -2.17
C 2.90 0.52 -1.42
C 4.24 0.58 -1.91
C 4.47 -0.03 -3.16
C 3.39 -0.56 -3.96
C 2.14 -0.59 -3.42
H -3.53 -2.73 -0.29
H -3.61 -3.99 -2.55
H -2.11 -3.23 -4.29
H -0.43 -1.72 -4.02
H 1.39 2.35 -3.05
H 0.36 4.53 -3.98
H -2.06 4.86 -4.03
H -3.48 2.80 -3.47
H -2.51 1.01 -2.21
H 2.61 0.93 -0.51
H 5.02 1.05 -1.35
H 5.48 -0.14 -3.65
H 3.64 -0.93 -4.93
H 1.39 -0.89 -4.05
C -2.44 0.39 1.58
C -3.44 1.53 1.65
C -3.14 2.73 2.28
C -3.98 3.85 2.14
C -5.04 3.82 1.33
C -5.29 2.72 0.57
C -4.54 1.52 0.80
H -2.38 2.81 2.99
H -3.67 4.65 2.75
H -5.70 4.72 1.37
H -6.14 2.59 -0.05
H -4.74 0.62 0.23
```

2.
Here is 5 unconnected molecules or ions with the total composition C46H36ClF2N4O13P in a non-equilibrium geometry from the OMol25 dataset. Energies are from ωB97M-V/def2-TZVPD.

Results
LUMO = -1.29 eV
largest force on an atom = 4.28 eV/A
frontier orbital gap = 6.306 eV
E = -3972.27805 a.u.
spin multiplicity = 1
HOMO level = -7.6 eV
net charge = 0
SMILES = C#CCc1c2c(c(CC(=O)F)c([C@@H](Cl)CC)c1P(O)O)C(=O)c1ccc(F)cc1C2=O.O=[N+]([O-])c1ccccc1.O=[N+]([O-])c1ccccc1.O=[N+]([O-])c1ccccc1.O=[N+]([O-])c1ccccc1

```
103
C46H36ClF2N4O13P | the OMol25 dataset | ωB97M-V/def2-TZVPD
C 2.95 2.38 3.46
C 2.50 3.28 2.75
C 2.28 4.46 1.73
C 1.73 3.96 0.32
C 0.31 4.24 -0.05
C -0.17 3.71 -1.40
C 0.75 2.93 -2.31
C 0.07 2.43 -3.67
C 0.38 3.43 -4.87
O 0.81 2.98 -5.91
F 0.18 4.81 -4.81
C 2.20 2.62 -1.95
C 3.10 1.78 -2.93
Cl 4.75 2.49 -3.26
C 3.15 0.21 -2.56
C 1.71 -0.47 -2.46
C 2.66 3.16 -0.59
P 4.41 2.93 0.06
O 5.54 3.97 -0.68
O 4.89 1.31 0.06
C -1.69 3.99 -1.74
O -2.10 4.32 -2.85
C -2.67 3.86 -0.50
C -4.04 3.23 -0.59
C -4.86 3.14 0.69
C -4.38 3.62 2.02
F -5.10 3.54 3.21
C -2.98 4.29 2.11
C -2.19 4.38 0.86
C -0.73 5.01 0.85
O -0.51 6.03 1.48
H 3.54 1.62 4.03
H 3.26 4.99 1.51
H 1.61 5.22 2.23
H -1.04 2.24 -3.57
H 0.54 1.44 -3.99
H 2.56 1.80 -3.94
H 3.71 0.00 -1.61
H 3.76 -0.26 -3.41
H 1.54 -1.20 -3.31
H 0.86 0.26 -2.32
H 1.73 -1.11 -1.51
H 6.31 3.44 -0.97
H 5.37 1.16 0.90
H -4.46 2.84 -1.56
H -5.89 2.66 0.68
H -2.59 4.65 3.11
O 1.97 -0.90 0.73
N 2.69 -1.43 1.56
O 3.19 -0.85 2.51
C 2.98 -2.86 1.41
C 2.46 -3.55 0.32
C 2.76 -4.90 0.17
C 3.56 -5.55 1.10
C 4.06 -4.86 2.20
C 3.77 -3.51 2.36
H 1.84 -3.06 -0.41
H 2.37 -5.45 -0.68
H 3.79 -6.61 0.98
H 4.68 -5.36 2.93
H 4.17 -2.97 3.21
O -2.95 -3.65 4.20
N -2.13 -3.27 3.38
O -1.25 -3.96 2.90
C -2.22 -1.87 2.94
C -3.18 -1.03 3.50
C -3.24 0.30 3.10
C -2.35 0.78 2.15
C -1.39 -0.06 1.60
C -1.32 -1.39 1.99
H -3.88 -1.40 4.24
H -3.99 0.95 3.53
H -2.41 1.82 1.86
H -0.70 0.32 0.86
H -0.57 -2.04 1.55
O 3.52 -8.15 -0.85
N 4.23 -8.68 -0.01
O 4.73 -8.09 0.94
C 4.52 -10.11 -0.16
C 4.00 -10.80 -1.25
C 4.30 -12.15 -1.39
C 5.09 -12.80 -0.45
C 5.60 -12.10 0.64
C 5.31 -10.75 0.79
H 3.38 -10.31 -1.99
H 3.91 -12.70 -2.24
H 5.32 -13.85 -0.57
H 6.21 -12.60 1.37
H 5.71 -10.21 1.64
O -8.72 3.66 0.41
N -7.90 4.05 -0.41
O -7.01 3.35 -0.88
C -7.98 5.44 -0.85
C -8.94 6.28 -0.30
C -9.00 7.61 -0.70
C -8.09 8.09 -1.64
C -7.13 7.25 -2.19
C -7.07 5.92 -1.79
H -9.65 5.92 0.43
H -9.74 8.27 -0.28
H -8.13 9.13 -1.94
H -6.43 7.63 -2.92
H -6.32 5.27 -2.22
```

3.
Here is a molecular structure, C46H38BrN2O4PbS2 in a non-equilibrium geometry from the OMol25 dataset. Energies are from ωB97M-V/def2-TZVPD.

Results
LUMO (alpha / beta) = -11.19 / -10.64 eV
largest force on an atom = 1.85 eV/A
frontier orbital gap (alpha / beta) = 4.182 / 4.670 eV
E = -5748.41838 a.u.
spin multiplicity = 1
HOMO level (alpha / beta) = -15.4 / -15.3 eV
net charge = +3

```
94
C46H38BrN2O4PbS2 | the OMol25 dataset | ωB97M-V/def2-TZVPD
Pb 0.01 0.39 -0.15
C 1.06 -0.06 4.93
O 2.02 -0.14 3.88
C 1.64 0.03 2.64
O 0.49 0.29 2.27
N 2.69 -0.06 1.79
N 2.51 -0.02 0.39
H 1.65 -0.02 5.85
H 0.43 -0.96 4.93
H 0.44 0.83 4.83
H 3.58 -0.33 2.18
H 2.79 -0.92 -0.01
H 3.11 0.71 -0.01
Br 0.51 0.72 -2.89
C 0.26 2.67 -2.88
C 0.24 3.30 -4.09
C 0.07 4.70 -4.13
C -0.04 5.40 -2.96
C 0.00 4.76 -1.71
C -0.08 5.49 -0.50
C -0.02 4.87 0.71
C 0.11 3.47 0.78
C 0.14 2.73 -0.37
C 0.14 3.33 -1.64
H 0.34 2.75 -5.01
H 0.04 5.20 -5.09
H -0.17 6.47 -2.99
H -0.16 6.56 -0.56
H -0.07 5.43 1.63
H 0.16 3.00 1.74
C -8.84 -0.15 -0.18
C -7.36 -0.29 -0.14
C -6.55 0.83 0.10
C -5.18 0.72 0.11
C -4.61 -0.52 -0.12
C -5.37 -1.65 -0.37
C -6.75 -1.53 -0.36
S -2.81 -0.67 -0.10
O -2.47 -1.84 -0.93
C -2.59 -1.13 1.63
C -2.64 -0.06 2.52
C -2.58 -0.28 3.87
C -2.40 -1.59 4.37
C -2.32 -1.84 5.76
C -2.14 -3.12 6.23
C -2.00 -4.18 5.33
C -2.07 -3.97 3.98
C -2.30 -2.67 3.46
C -2.43 -2.43 2.06
C -2.51 -3.60 1.17
C -3.64 -4.46 1.29
C -4.74 -4.14 2.12
C -5.83 -4.97 2.18
C -5.88 -6.14 1.41
C -4.84 -6.45 0.56
C -3.70 -5.62 0.48
C -2.66 -5.89 -0.43
C -1.61 -5.02 -0.59
C -1.53 -3.91 0.24
S -0.19 -2.69 0.03
O 0.79 -2.83 1.09
C 0.56 -3.13 -1.53
C 1.89 -3.52 -1.60
C 2.45 -3.78 -2.84
C 1.71 -3.58 -4.01
C 2.31 -3.77 -5.36
C 0.37 -3.18 -3.91
C -0.20 -2.94 -2.68
H -9.14 0.88 -0.04
H -9.29 -0.76 0.60
H -9.23 -0.51 -1.13
H -7.01 1.79 0.28
H -4.56 1.59 0.28
H -4.90 -2.59 -0.57
H -7.36 -2.40 -0.54
H -2.78 0.94 2.13
H -2.69 0.54 4.56
H -2.40 -1.02 6.45
H -2.09 -3.31 7.29
H -1.85 -5.18 5.71
H -1.96 -4.80 3.30
H -4.72 -3.24 2.72
H -6.66 -4.72 2.84
H -6.74 -6.78 1.48
H -4.89 -7.33 -0.07
H -2.68 -6.81 -1.00
H -0.83 -5.24 -1.30
H 2.46 -3.67 -0.69
H 3.46 -4.13 -2.91
H 3.35 -4.05 -5.31
H 2.21 -2.85 -5.94
H 1.76 -4.54 -5.91
H -0.21 -3.05 -4.81
H -1.23 -2.63 -2.59
```

4.
Here is a molecular structure, C46H38I2N3O3V in a non-equilibrium geometry from the OMol25 dataset. Energies are from ωB97M-V/def2-TZVPD.

Results
LUMO (alpha / beta) = -7.54 / -7.53 eV
largest force on an atom = 3.46 eV/A
frontier orbital gap (alpha / beta) = 5.790 / 5.791 eV
E = -3704.62722 a.u.
spin multiplicity = 1
HOMO level (alpha / beta) = -13.3 / -13.3 eV
net charge = +2

```
93
C46H38I2N3O3V | the OMol25 dataset | ωB97M-V/def2-TZVPD
V 0.35 -0.59 -0.24
I 5.31 -1.41 5.69
C 4.13 -1.14 4.01
C 4.50 -0.18 3.06
C 3.70 -0.01 1.95
I 4.31 1.28 0.45
C 2.52 -0.74 1.82
O 1.69 -0.52 0.75
C 2.18 -1.74 2.74
C 0.96 -2.62 2.58
N 0.54 -2.87 1.20
C 1.33 -3.83 0.47
C 1.83 -3.31 -0.86
C 2.80 -4.01 -1.53
C 3.20 -3.62 -2.80
C 2.56 -2.54 -3.39
C 1.60 -1.87 -2.67
N 1.26 -2.21 -1.40
C 3.00 -1.92 3.83
H 5.40 0.40 3.18
H 0.12 -2.15 3.09
H 1.16 -3.55 3.10
H -0.43 -3.15 1.22
H 0.73 -4.72 0.24
H 2.18 -4.18 1.05
H 3.24 -4.88 -1.06
H 3.98 -4.16 -3.32
H 2.81 -2.20 -4.39
H 1.08 -1.05 -3.10
H 2.76 -2.70 4.55
O -1.05 -0.77 0.58
C -2.46 -0.85 1.10
C -3.34 -1.04 -0.16
C -3.34 0.22 -0.99
C -4.39 1.12 -0.95
C -4.22 2.35 -1.57
C -3.02 2.63 -2.20
C -2.04 1.65 -2.24
C -0.79 1.84 -3.05
C 0.56 1.75 -2.31
O 0.54 0.53 -1.41
C 0.73 3.00 -1.43
C 0.76 4.25 -2.06
C 0.90 5.41 -1.32
C 1.01 5.35 0.07
C 1.01 4.12 0.70
C 0.86 2.96 -0.05
C 1.72 1.63 -3.31
C 2.95 2.21 -3.00
C 4.01 2.16 -3.89
C 3.87 1.52 -5.11
C 2.65 0.93 -5.44
C 1.59 0.99 -4.54
N -2.20 0.46 -1.64
C -2.54 -2.06 2.03
C -2.87 -3.32 1.51
C -2.94 -4.43 2.35
C -2.67 -4.30 3.70
C -2.33 -3.05 4.22
C -2.26 -1.95 3.39
C -2.86 0.44 1.82
C -4.13 0.50 2.38
C -4.56 1.65 3.02
C -3.71 2.76 3.12
C -2.44 2.69 2.57
C -2.02 1.53 1.93
H -4.34 -1.31 0.15
H -2.92 -1.84 -0.76
H -5.31 0.87 -0.44
H -5.02 3.08 -1.55
H -2.85 3.58 -2.68
H -0.81 2.82 -3.51
H -0.82 1.11 -3.86
H 0.69 4.32 -3.14
H 0.92 6.37 -1.82
H 1.13 6.26 0.65
H 1.13 4.06 1.77
H 0.91 2.02 0.46
H 3.07 2.75 -2.07
H 4.95 2.63 -3.63
H 4.70 1.49 -5.82
H 2.52 0.44 -6.39
H 0.66 0.53 -4.85
H -3.11 -3.44 0.46
H -3.22 -5.39 1.93
H -2.73 -5.16 4.35
H -2.13 -2.94 5.28
H -2.00 -0.98 3.81
H -4.79 -0.36 2.33
H -5.55 1.68 3.46
H -4.05 3.66 3.62
H -1.78 3.55 2.64
H -1.03 1.50 1.51
```

5.
Here is a molecular structure, C46H40AsBr2ClN2O3TeTl in a non-equilibrium geometry from the OMol25 dataset. Energies are from ωB97M-V/def2-TZVPD.

Results
LUMO = 1.03 eV
largest force on an atom = 2.51 eV/A
frontier orbital gap = 4.747 eV
E = -10396.71926 a.u.
spin multiplicity = 1
HOMO level = -3.7 eV
net charge = -1

```
97
C46H40AsBr2ClN2O3TeTl | the OMol25 dataset | ωB97M-V/def2-TZVPD
Tl -0.41 -0.71 -1.26
Br 2.62 -6.71 1.33
C 1.85 -5.02 0.90
C 0.48 -4.83 1.05
C 0.00 -3.58 0.72
N 0.74 -2.58 0.25
C 2.07 -2.76 0.12
C 2.66 -4.00 0.45
C 2.84 -1.64 -0.36
C 4.22 -1.74 -0.64
C 4.91 -0.62 -1.03
Br 6.78 -0.73 -1.41
C 4.24 0.60 -1.16
C 2.88 0.59 -0.93
N 2.18 -0.47 -0.55
H -0.18 -5.60 1.41
H -1.05 -3.37 0.85
H 3.72 -4.17 0.35
H 4.74 -2.68 -0.56
H 4.76 1.50 -1.44
H 2.31 1.51 -1.03
C -5.92 -6.76 2.07
C -5.20 -5.49 1.70
C -4.47 -5.38 0.53
C -3.83 -4.20 0.18
C -3.12 -4.12 -1.14
C -3.89 -3.10 1.02
Te -2.93 -1.23 0.58
C -4.63 -3.20 2.21
C -4.74 -2.04 3.15
C -5.27 -4.38 2.52
H -5.70 -7.56 1.37
H -6.99 -6.58 2.08
H -5.63 -7.08 3.07
H -4.40 -6.24 -0.14
H -3.17 -5.07 -1.67
H -2.07 -3.86 -1.02
H -3.58 -3.35 -1.77
H -3.84 -1.96 3.77
H -5.60 -2.16 3.81
H -4.84 -1.10 2.60
H -5.84 -4.44 3.44
C -5.45 5.28 0.38
C -6.00 3.93 0.72
C -7.13 3.79 1.51
C -7.60 2.53 1.84
Cl -9.03 2.40 2.82
C -6.95 1.40 1.39
C -5.83 1.53 0.60
C -5.34 2.78 0.25
O -4.30 3.01 -0.59
C -3.39 1.98 -0.91
C -2.43 1.67 0.28
O -2.87 1.77 1.41
O -1.25 1.34 -0.07
H -6.19 6.06 0.55
H -5.15 5.31 -0.67
H -4.57 5.49 0.98
H -7.64 4.67 1.87
H -7.32 0.42 1.66
H -5.32 0.63 0.28
H -2.82 2.33 -1.76
H -3.90 1.05 -1.20
C 3.72 6.86 -0.86
C 2.87 6.53 -1.90
C 1.93 5.53 -1.75
C 1.82 4.83 -0.56
C 2.70 5.15 0.47
C 3.64 6.15 0.33
As 0.55 3.35 -0.19
C -0.38 3.39 -1.92
C -0.01 2.41 -2.84
C -0.68 2.27 -4.05
C -1.75 3.10 -4.35
C -2.11 4.09 -3.46
C -1.43 4.24 -2.26
C -0.60 4.45 0.94
C -0.92 5.78 0.67
C -1.79 6.48 1.50
C -2.34 5.85 2.61
C -2.00 4.55 2.90
C -1.12 3.86 2.08
H 4.45 7.65 -0.99
H 2.94 7.08 -2.84
H 1.26 5.29 -2.57
H 2.63 4.60 1.41
H 4.32 6.39 1.14
H 0.80 1.74 -2.60
H -0.38 1.50 -4.75
H -2.30 2.97 -5.28
H -2.95 4.73 -3.68
H -1.75 5.00 -1.56
H -0.48 6.29 -0.18
H -2.05 7.50 1.26
H -3.04 6.39 3.24
H -2.42 4.05 3.76
H -0.86 2.84 2.31
```